(1)
{"formula": "C4H3NO4S3", "method": "ωB97M-V with the def2-TZVPD basis set", "relative_energy_kcal_mol": 3.1, "charge": 0, "e_homo_ev": [-10.02, -10.03], "symbols": ["C", "C", "C", "C", "N", "O", "O", "O", "O", "S", "S", "S", "H", "H", "H"], "coordinates": [[-1.7941, 1.5268, -1.2206], [-0.9065, 0.5333, -1.4729], [-1.4871, 2.1258, -0.0615], [0.0401, 0.3303, -0.5380], [2.8598, -1.9539, 1.2429], [1.4876, -0.0634, 1.7297], [1.0931, -2.0502, 3.0420], [0.9367, -1.7724, -1.7792], [0.4296, -1.9496, 0.6748], [-0.0748, 1.4631, 0.7528], [1.5282, -1.4891, 1.8702], [1.1264, -1.1387, -0.5036], [-2.5212, 1.7971, -1.8953], [-0.7453, -0.2812, -2.1896], [-1.9727, 2.9222, 0.3483]], "lowdin_charge": [-0.15, -0.18, -0.31, -0.60, -0.02, -0.45, -0.19, -0.32, -0.40, 1.10, 0.33, 0.94, 0.10, 0.12, 0.04]}

---

(2)
{"formula": "C35H29Br4N3O4PdTe", "method": "ωB97M-V with the def2-TZVPD basis set", "charge": -1, "multiplicity": 2, "e_homo_ev": [-4.44, -4.45], "s_squared": 0.7609, "symbols": ["Pd", "Br", "C", "C", "Br", "C", "Br", "C", "O", "C", "O", "C", "Br", "N", "C", "O", "C", "C", "C", "N", "C", "C", "H", "H", "H", "H", "H", "H", "C", "C", "C", "C", "C", "C", "Te", "N", "C", "O", "C", "C", "C", "C", "C", "C", "C", "C", "C", "C", "C", "C", "C", "C", "C", "C", "H", "H", "H", "H", "H", "H", "H", "H", "H", "H", "H", "H", "H", "H", "H", "H", "H", "H", "H", "H", "H", "H", "H"], "coordinates": [[1.6001, -0.9977, 2.4014], [0.6716, -4.0692, 8.5264], [0.7226, -2.7973, 7.1270], [0.2507, -1.5098, 7.3197], [-0.4599, -0.9825, 8.9926], [0.2990, -0.5900, 6.2631], [-0.3394, 1.1815, 6.4418], [0.8172, -0.9314, 5.0189], [0.8722, -0.0789, 4.0148], [1.3018, -2.2562, 4.8214], [1.7806, -2.5730, 3.6338], [1.2432, -3.1575, 5.8760], [1.8909, -4.9003, 5.5200], [2.3716, -5.3590, -2.9810], [3.2802, -4.4099, -2.6147], [4.3000, -4.2035, -3.2384], [2.9398, -3.6382, -1.3697], [2.1271, -4.1466, -0.3648], [1.8344, -3.3519, 0.7281], [2.2894, -2.0999, 0.8309], [3.1137, -1.6182, -0.1064], [3.4656, -2.3655, -1.2159], [2.5196, -5.7965, -3.8749], [1.4331, -5.3249, -2.6246], [1.7415, -5.1565, -0.4010], [1.2344, -3.6976, 1.5602], [3.4973, -0.6212, 0.0717], [4.1342, -1.9626, -1.9636], [-3.8738, -1.0052, -5.4837], [-3.1184, -0.7456, -4.2077], [-1.7370, -0.8430, -4.1556], [-1.0307, -0.6009, -2.9775], [0.4716, -0.7314, -2.9942], [-1.7237, -0.2412, -1.8218], [-0.6284, 0.0480, 0.0830], [1.2167, 0.5722, 1.2369], [2.2185, 1.3413, 0.7927], [3.4068, 1.1957, 1.1158], [1.9008, 2.4996, -0.1197], [2.1578, 2.4035, -1.4813], [1.9343, 3.4866, -2.3205], [1.4772, 4.6865, -1.7936], [1.2402, 4.7929, -0.4295], [1.4412, 3.7029, 0.4031], [-1.3572, 2.0280, 0.2244], [-1.5502, 2.7620, -0.9399], [-2.0532, 4.0520, -0.8825], [-2.3560, 4.6105, 0.3498], [-2.1528, 3.8768, 1.5082], [-1.6533, 2.5748, 1.4784], [-1.4492, 1.8262, 2.7633], [-3.1254, -0.1645, -1.8467], [-3.9389, 0.1837, -0.6270], [-3.7949, -0.4124, -3.0406], [-3.1941, -1.2432, -6.3018], [-4.4618, -0.1332, -5.7763], [-4.5667, -1.8408, -5.3666], [-1.1892, -1.1146, -5.0528], [0.8217, -1.0621, -3.9729], [0.8250, -1.4475, -2.2490], [0.9440, 0.2254, -2.7655], [2.5548, 1.4755, -1.8785], [2.1305, 3.3979, -3.3825], [1.3070, 5.5362, -2.4435], [0.8801, 5.7254, -0.0127], [1.2444, 3.7813, 1.4654], [-1.3066, 2.3265, -1.9009], [-2.1918, 4.6183, -1.7950], [-2.7488, 5.6183, 0.4118], [-2.3930, 4.3151, 2.4704], [-1.9359, 2.3371, 3.5936], [-0.3931, 1.7035, 3.0074], [-1.8553, 0.8133, 2.7064], [-3.5874, -0.3515, 0.2566], [-4.9882, -0.0666, -0.7834], [-3.8711, 1.2498, -0.4016], [-4.8792, -0.3489, -3.0558]], "lowdin_charge": [0.99, 0.66, -0.77, -0.77, 0.66, -0.64, 0.74, -0.41, -0.25, -0.42, -0.27, -0.65, 0.72, 0.17, -0.50, 0.07, -0.14, 0.00, -0.09, -0.06, -0.08, 0.02, 0.11, 0.10, 0.11, 0.11, 0.09, 0.13, -0.06, -0.28, -0.03, -0.31, -0.07, -0.36, 1.63, -0.31, -0.65, -0.02, -0.18, -0.05, -0.09, -0.11, -0.09, -0.03, -0.42, -0.14, -0.10, -0.09, -0.05, -0.31, -0.08, -0.30, -0.07, -0.02, 0.07, 0.08, 0.08, 0.11, 0.08, 0.05, 0.05, 0.10, 0.10, 0.09, 0.10, 0.13, 0.10, 0.10, 0.10, 0.11, 0.07, 0.05, 0.06, 0.06, 0.07, 0.08, 0.12]}

---

(3)
{"formula": "C22H55FNO16S6", "method": "ωB97M-V with the def2-TZVPD basis set", "charge": 1, "e_homo_ev": -12.22, "symbols": ["C", "N", "C", "C", "O", "C", "S", "C", "C", "C", "F", "H", "H", "H", "H", "H", "H", "H", "H", "H", "H", "H", "H", "H", "H", "H", "O", "S", "O", "O", "C", "C", "C", "H", "H", "H", "H", "H", "H", "H", "H", "O", "S", "O", "O", "C", "C", "C", "H", "H", "H", "H", "H", "H", "H", "H", "O", "S", "O", "O", "C", "C", "C", "H", "H", "H", "H", "H", "H", "H", "H", "O", "S", "O", "O", "C", "C", "C", "H", "H", "H", "H", "H", "H", "H", "H", "O", "S", "O", "O", "C", "C", "C", "H", "H", "H", "H", "H", "H", "H", "H"], "coordinates": [[-0.6386, 0.4972, -1.2924], [0.4773, 0.3983, -2.2794], [0.0066, -0.0547, -3.6378], [1.5901, -0.4119, -1.8036], [2.6892, -0.2748, -2.4072], [1.5530, -1.4993, -0.6393], [1.3862, -0.8614, 1.0830], [2.0005, 0.8656, 1.3037], [3.3406, 1.2381, 0.5014], [2.9084, 2.4052, -0.5372], [3.8085, 2.4757, -1.6616], [-0.9807, -0.5134, -0.8908], [-0.2403, 1.0920, -0.3955], [-1.4582, 1.1225, -1.7653], [0.0911, 0.8517, -4.3394], [-1.1091, -0.3091, -3.5817], [0.6336, -0.9344, -4.0298], [0.7153, -2.2600, -0.8605], [2.5266, -2.1080, -0.6959], [-0.0003, -0.7719, 1.2977], [2.2560, 0.9783, 2.4233], [1.1766, 1.6523, 1.1209], [4.0851, 1.7005, 1.2244], [3.7685, 0.3544, -0.0941], [2.8716, 3.4337, -0.0473], [1.8470, 2.2132, -0.9424], [7.8670, -4.5658, -1.6724], [7.0476, -4.1114, -0.5812], [5.6250, -4.3415, -0.5537], [7.3247, -2.5368, -0.3406], [7.1385, -1.6379, -1.4359], [5.6681, -1.4161, -1.7365], [7.7348, -4.7024, 0.9373], [7.6724, -1.9954, -2.3207], [7.5930, -0.6868, -1.1484], [5.1962, -2.3337, -2.0910], [5.5383, -0.6544, -2.5080], [5.1338, -1.1042, -0.8352], [8.8051, -4.5019, 0.9461], [7.5535, -5.7763, 0.9860], [7.2365, -4.2047, 1.7683], [-3.1349, -1.3715, -2.9216], [-4.5573, -1.1497, -2.8237], [-5.1401, -0.4701, -1.6972], [-5.3205, -2.5552, -3.0398], [-4.9879, -3.6528, -2.1844], [-5.5559, -3.4732, -0.7885], [-5.1165, -0.3545, -4.3010], [-3.9042, -3.7995, -2.1549], [-5.4217, -4.5492, -2.6336], [-5.0962, -2.6230, -0.2813], [-5.3772, -4.3622, -0.1794], [-6.6296, -3.2820, -0.8316], [-4.7109, -0.8800, -5.1645], [-4.7524, 0.6731, -4.2816], [-6.2055, -0.3612, -4.3147], [0.3663, 4.0015, 0.7786], [-0.4631, 4.4635, 1.8666], [-1.8803, 4.2200, 1.8922], [-0.1977, 6.0379, 2.0916], [-0.3871, 6.9286, 0.9868], [-1.8583, 7.1432, 0.6814], [0.2246, 3.8946, 3.3942], [0.1507, 6.5658, 0.1064], [0.0625, 7.8837, 1.2675], [-2.3283, 6.2222, 0.3331], [-1.9864, 7.8987, -0.0968], [-2.3951, 7.4612, 1.5783], [1.2938, 4.1043, 3.4047], [0.0517, 2.8196, 3.4550], [-0.2806, 4.3975, 4.2178], [5.8098, 2.2881, 4.0164], [6.5490, 3.5175, 4.1668], [5.9311, 4.8018, 3.9643], [7.8876, 3.4345, 3.2661], [7.7541, 3.1708, 1.8677], [7.2300, 4.3792, 1.1129], [7.3346, 3.5239, 5.7508], [7.1191, 2.2953, 1.7025], [8.7499, 2.9210, 1.4944], [6.2086, 4.6201, 1.4126], [7.2274, 4.1931, 0.0364], [7.8439, 5.2586, 1.3209], [7.8373, 2.5700, 5.9035], [6.5588, 3.6644, 6.5039], [8.0429, 4.3504, 5.7902], [-8.8120, -4.1188, -0.6307], [-10.2327, -3.9017, -0.5230], [-10.8121, -3.2311, 0.6104], [-10.9940, -5.3095, -0.7435], [-10.6532, -6.4093, 0.1037], [-11.2145, -6.2379, 1.5036], [-10.8025, -3.0991, -1.9923], [-9.5691, -6.5526, 0.1272], [-11.0864, -7.3050, -0.3476], [-10.7554, -5.3889, 2.0122], [-11.0296, -7.1292, 2.1074], [-12.2901, -6.0497, 1.4663], [-10.4002, -3.6180, -2.8612], [-10.4412, -2.0707, -1.9682], [-11.8917, -3.1088, -2.0002]], "lowdin_charge": [-0.08, -0.16, -0.04, -0.42, 0.05, -0.26, 1.10, -0.37, -0.14, -0.16, -0.08, 0.09, 0.07, 0.12, 0.11, 0.07, 0.11, 0.13, 0.12, 0.05, 0.12, 0.07, 0.12, 0.10, 0.13, 0.11, -0.27, 0.60, -0.30, -0.27, -0.26, -0.08, -0.12, 0.12, 0.12, 0.07, 0.09, 0.05, 0.08, 0.08, 0.07, -0.31, 0.60, -0.28, -0.26, -0.26, -0.07, -0.12, 0.11, 0.13, 0.07, 0.09, 0.06, 0.08, 0.08, 0.08, -0.31, 0.60, -0.27, -0.25, -0.26, -0.07, -0.12, 0.12, 0.13, 0.07, 0.09, 0.09, 0.08, 0.07, 0.08, -0.30, 0.60, -0.28, -0.26, -0.27, -0.07, -0.12, 0.11, 0.13, 0.06, 0.08, 0.09, 0.08, 0.08, 0.08, -0.29, 0.61, -0.27, -0.26, -0.27, -0.08, -0.12, 0.11, 0.12, 0.07, 0.08, 0.09, 0.07, 0.08, 0.08]}

---

(4)
{"formula": "C3H9NO3", "method": "ωB97M-V with the def2-TZVPD basis set", "relative_energy_kcal_mol": 115.3, "charge": 0, "e_homo_ev": -7.27, "symbols": ["C", "C", "C", "N", "O", "O", "O", "H", "H", "H", "H", "H", "H", "H", "H", "H"], "coordinates": [[0.5517, 0.4940, 0.7503], [0.6053, 0.8515, -0.6603], [-1.3493, -0.1960, -0.5566], [-1.0409, -1.6348, -0.2046], [0.1800, 1.4883, 1.5828], [0.8888, -0.6313, 1.2063], [2.2554, 1.5256, -0.2420], [0.5212, 1.2620, 2.4612], [-0.1631, -1.5499, 0.4863], [2.8570, 0.7711, -0.3184], [-1.7888, -2.1449, 0.2720], [-0.7941, -2.1515, -1.0469], [0.9329, 0.1133, -1.3709], [0.1866, 1.7837, -0.9951], [-2.0431, 0.1972, 0.1842], [-1.7995, -0.1781, -1.5484]], "lowdin_charge": [-0.60, -0.03, -0.13, 0.05, 0.11, -0.02, -0.23, 0.13, 0.12, 0.01, 0.14, 0.14, 0.10, 0.11, 0.06, 0.05]}

---

(5)
{"formula": "C4H6Cl2O", "method": "ωB97M-V with the def2-TZVPD basis set", "relative_energy_kcal_mol": 79.8, "charge": 0, "e_homo_ev": -9.34, "symbols": ["C", "C", "C", "C", "O", "Cl", "Cl", "H", "H", "H", "H", "H", "H"], "coordinates": [[-0.9585, -0.1348, -0.2737], [-2.2825, 0.1245, -0.3771], [1.0514, 0.2888, 0.1238], [1.3960, 1.5925, 0.5533], [1.5149, -0.7629, 0.0210], [0.5462, -3.6645, -0.4233], [-3.5127, -1.0058, -0.6708], [-0.6905, -1.2708, -0.4397], [-2.5964, 1.1581, -0.3639], [0.8233, 2.3480, 0.1750], [2.4807, 1.8777, 0.3992], [1.2766, 1.7837, 1.6471], [0.9516, -2.3344, -0.3709]], "lowdin_charge": [-0.04, -0.72, -0.28, -0.02, 0.08, 0.21, 0.62, 0.02, 0.04, 0.05, 0.13, 0.13, -0.21]}